# C44H57FN2O6SY

C44H57FN2O6SY as an isolated structure (wB97M-V/def2-TZVPD, the Open Molecules 2025 dataset).

Last column: Löwdin charge in e.
CARTESIAN COORDINATES (ANGSTROEM)
Y 0.122 -0.994 -0.970  1.42
C 6.245 2.602 1.797  -0.03
C 5.923 2.470 0.299  -0.55
C 7.224 2.145 -0.448  -0.05
C 5.376 3.802 -0.232  -0.05
C 4.898 1.360 0.146  -0.14
C 3.554 1.609 0.198  0.04
C 2.623 0.574 -0.038  -0.14
N 1.294 0.635 0.074  0.07
C 0.548 1.487 0.784  -0.13
C 1.001 2.360 1.797  0.04
C 0.120 3.143 2.493  -0.13
C -1.247 3.095 2.119  0.07
C -1.769 2.271 1.153  -0.06
C -0.881 1.373 0.479  -0.22
O -1.244 0.511 -0.393  -0.12
C -3.263 2.235 0.853  -0.53
C -3.511 2.270 -0.661  -0.03
C -3.818 0.933 1.444  -0.02
C -4.007 3.421 1.476  -0.05
C 0.612 4.016 3.640  -0.55
C 1.715 4.964 3.141  -0.04
C -0.496 4.876 4.254  -0.06
C 1.182 3.113 4.744  -0.03
C 3.080 -0.736 -0.508  -0.22
O 2.225 -1.545 -0.998  -0.12
C 4.475 -1.027 -0.321  -0.07
C 5.314 0.009 -0.009  0.06
C 4.981 -2.443 -0.543  -0.54
C 6.404 -2.625 -0.009  -0.05
C 4.079 -3.444 0.191  -0.03
C 4.958 -2.729 -2.050  -0.02
H 6.982 3.387 1.948  0.09
H 5.354 2.849 2.372  0.08
H 6.652 1.670 2.185  0.09
H 7.831 3.042 -0.532  0.09
H 7.811 1.406 0.088  0.08
H 7.020 1.776 -1.449  0.09
H 6.156 4.558 -0.209  0.09
H 5.038 3.693 -1.260  0.10
H 4.551 4.173 0.369  0.07
H 3.180 2.610 0.333  0.11
H 2.043 2.330 2.065  0.11
H -1.922 3.745 2.647  0.09
H -3.067 1.408 -1.150  0.07
H -4.580 2.266 -0.858  0.09
H -3.086 3.172 -1.093  0.09
H -3.301 0.081 1.016  0.05
H -3.665 0.906 2.520  0.10
H -4.881 0.845 1.236  0.08
H -3.569 4.362 1.152  0.09
H -5.047 3.409 1.160  0.09
H -3.996 3.380 2.562  0.08
H 1.356 5.574 2.315  0.09
H 2.015 5.627 3.949  0.09
H 2.598 4.422 2.816  0.07
H -0.917 5.557 3.519  0.09
H -1.284 4.258 4.675  0.09
H -0.080 5.474 5.060  0.09
H 1.995 2.494 4.374  0.08
H 1.565 3.722 5.558  0.09
H 0.405 2.461 5.136  0.09
H 6.365 -0.202 0.081  0.10
H 6.452 -2.339 1.039  0.10
H 6.684 -3.671 -0.095  0.09
H 7.129 -2.049 -0.578  0.08
H 4.023 -3.189 1.246  0.10
H 3.072 -3.446 -0.214  0.07
H 4.495 -4.445 0.099  0.09
H 5.667 -2.082 -2.563  0.09
H 5.226 -3.767 -2.234  0.09
H 3.965 -2.549 -2.454  0.06
C -7.063 -2.014 0.866  -0.01
C -6.248 -3.298 0.713  -0.30
C -7.016 -4.400 -0.014  -0.13
C -7.359 -3.968 -1.432  -0.13
C -6.140 -3.428 -2.118  -0.13
C -6.124 -3.334 -3.493  0.07
C -4.982 -2.894 -4.158  -0.25
F -4.994 -2.807 -5.495  0.08
C -3.833 -2.592 -3.474  0.08
C -3.826 -2.673 -2.077  -0.03
C -2.599 -2.378 -1.362  -0.25
O -1.529 -2.095 -1.982  -0.15
C -2.697 -2.417 0.056  -0.02
C -3.893 -2.693 0.664  0.06
N -5.002 -3.030 -0.005  0.02
C -4.997 -3.046 -1.380  -0.06
C -1.490 -2.045 0.910  -0.60
O -1.669 -1.510 1.988  0.09
O -0.344 -2.336 0.403  -0.13
H -8.047 -2.251 1.261  0.09
H -7.179 -1.505 -0.086  0.09
H -6.575 -1.340 1.564  0.08
H -5.975 -3.658 1.710  0.15
H -7.922 -4.636 0.541  0.13
H -6.394 -5.296 -0.051  0.13
H -8.149 -3.212 -1.425  0.13
H -7.733 -4.823 -1.999  0.13
H -6.999 -3.617 -4.058  0.14
H -2.933 -2.292 -3.986  0.11
H -3.942 -2.644 1.745  0.16
C 0.884 -2.956 -3.664  -0.20
S 0.032 -1.405 -4.139  0.94
C 1.153 -1.021 -5.544  -0.21
O 0.431 -0.431 -3.063  -0.60
H 1.957 -2.804 -3.720  0.05
H 0.581 -3.755 -4.333  0.07
H 0.588 -3.194 -2.638  0.04
H 1.069 -1.836 -6.254  0.06
H 2.172 -0.916 -5.186  0.06
H 0.834 -0.099 -6.019  0.06

Results
energy relative to the best compared isomer or geometry (same formula, charge and spin): 28.1 kcal/mol
calculated total energy: -76415.3952 eV
E_LUMO (alpha / beta): -4.133 / -4.161 eV
total charge: +1